(1)
Below is C53H63Br2ClN5O2PbSSi2Te as an isolated structure, with properties calculated with ωB97M-V/def2-TZVPD.

Calculated values
⟨S²⟩ ... 0.775
Orbital gap (spin up / spin down) ... 4.19 / 6.08 eV

Structure (ORCA input):
```
! RIJCOSX wB97M-V def2-TZVPD def2/J DEFGRID3
* xyz -2 2
Pb -0.064 -0.554 0.019
Te 1.923 -2.003 -1.913
Br 0.974 1.835 2.045
Br -7.612 -0.768 3.408
Cl -3.479 1.811 5.858
S -1.772 -2.877 -0.453
Si 3.171 -5.051 -1.546
Si 1.303 -1.351 -5.139
O -1.516 -0.724 -2.442
O 2.427 0.660 -0.222
N 6.285 -5.607 6.757
N -1.176 -0.302 3.406
N -2.757 -0.968 -2.093
N -0.431 2.130 -1.197
N -2.789 0.992 0.096
C 4.667 -4.454 5.072
C 3.312 -4.767 5.084
C 4.733 5.445 3.454
C -4.846 1.581 1.345
C -2.131 -1.836 4.969
C 5.206 2.865 0.645
C 0.861 -2.457 -3.716
C -0.818 4.427 -2.747
C 0.570 2.701 -1.869
C -5.940 1.159 2.103
C -5.214 -1.125 1.873
C 1.677 -4.014 -1.222
C 2.021 -2.575 2.342
C -3.904 0.660 0.828
C 5.992 5.743 1.339
C 4.683 3.624 1.699
C 2.913 -3.214 3.263
C 0.452 3.840 -2.653
C 3.144 -1.338 -5.458
C -5.412 -1.413 -1.470
C -2.792 2.142 -0.591
C 5.146 -3.520 4.158
C 5.573 -5.096 6.013
C 0.508 -2.025 -6.695
C -2.802 -0.805 5.606
C 4.542 -0.013 -1.837
C 3.178 1.521 0.352
C 6.567 0.439 -0.500
C 3.392 3.293 2.104
C -4.414 -2.183 -0.915
C -1.332 -1.546 3.869
C -1.871 3.867 -2.071
C 3.630 -5.043 -3.350
C -6.121 -0.187 2.358
C 5.779 2.095 -2.206
C -1.678 2.697 -1.277
C -3.733 -0.185 -2.618
C -4.127 -0.704 1.131
C 2.824 -6.815 -1.037
C -2.642 0.472 5.117
C -5.059 -0.380 -2.333
C 0.701 0.372 -4.849
C 5.328 1.099 -1.127
C 1.251 -2.024 1.563
C 5.524 4.709 2.375
C 2.710 2.285 1.455
C 2.448 -4.158 4.189
C -1.823 0.691 4.022
C 4.534 1.844 -0.024
C 6.760 4.076 3.035
C -3.053 -1.969 -1.192
C 4.587 -4.407 -0.527
C 4.281 -2.907 3.268
H 4.447 -4.681 0.527
H 3.480 -2.315 -5.833
H 5.556 -4.796 -0.860
H -3.729 2.679 -0.750
H -3.408 -1.433 0.759
H 1.396 -4.404 4.194
H 4.907 2.583 -2.653
H -6.450 -1.594 -1.216
H 7.379 3.558 2.296
H -0.195 -2.313 -3.444
H 1.144 0.808 -3.942
H -1.687 1.692 3.625
H 0.749 -4.375 -1.677
H 7.378 4.841 3.526
H -2.864 4.304 -2.128
H 5.130 6.237 0.879
H 1.503 -3.936 -0.142
H 2.886 -5.586 -3.948
H 1.539 2.213 -1.745
H 7.245 1.173 -0.054
H 3.830 5.906 3.041
H 1.313 4.253 -3.161
H -0.586 -2.061 -6.593
H -0.804 -2.322 3.323
H 2.466 -6.843 0.001
H -4.641 -2.972 -0.211
H 2.943 -5.489 5.799
H 3.658 0.376 -2.345
H 3.681 -4.012 -3.726
H 3.706 -1.123 -4.539
H -3.359 0.593 -3.266
H 6.260 -0.256 0.289
H 6.223 3.086 0.323
H 2.897 3.810 2.921
H 5.353 6.237 3.889
H 6.201 -3.278 4.151
H 4.620 -3.310 -0.580
H 4.433 4.769 4.261
H 6.573 5.272 0.541
H -5.794 0.281 -2.770
H 6.326 1.569 -2.999
H 7.123 -0.125 -1.260
H 0.749 -1.395 -7.562
H -4.692 2.643 1.196
H 4.189 -0.769 -1.135
H -0.969 5.317 -3.347
H 4.607 -5.515 -3.510
H 3.405 -0.576 -6.204
H 3.729 -7.435 -1.102
H 2.051 -7.266 -1.672
H 5.199 -0.493 -2.578
H -5.357 -2.178 2.081
H 0.862 -3.044 -6.903
H -0.387 0.377 -4.693
H -6.639 1.883 2.502
H -3.446 -0.985 6.459
H -2.237 -2.859 5.315
H 6.622 6.508 1.813
H 4.647 -2.172 2.561
H 1.051 -3.511 -3.942
H 0.947 1.022 -5.697
H 6.453 3.341 3.786
H 6.432 2.876 -1.804
*
```



(2)
Below is C53H64BN7OS8W as an isolated structure, with properties calculated with ωB97M-V/def2-TZVPD.

Calculated values
⟨S²⟩ ... 2.036
Orbital gap (spin up / spin down) ... 6.32 / 6.32 eV

Structure (ORCA input):
```
! RIJCOSX wB97M-V def2-TZVPD def2/J DEFGRID3
* xyz 2 3
W -1.288 -0.670 -0.272
S -0.003 -0.348 7.071
S -0.277 -1.947 4.523
S -1.494 1.667 -1.247
S -0.802 -1.793 -2.430
S 0.346 -2.137 0.785
S 1.102 1.835 8.718
S 1.909 1.481 5.868
S 1.767 0.132 3.223
O -2.253 -2.419 0.711
N 2.128 1.958 0.133
N -3.301 -0.729 -1.356
N 0.776 0.324 -2.543
N 1.375 1.393 -3.042
N 0.965 1.596 -0.397
N 3.172 -0.354 -1.225
N 2.024 -0.707 -0.629
C 0.139 -0.585 -3.271
C -3.846 0.868 1.126
C -6.407 1.052 -2.323
C 0.213 -0.522 -4.681
C 3.359 4.404 2.362
C 0.064 3.786 -0.336
C 0.389 -0.650 5.430
C 1.699 3.087 -6.329
C 1.318 4.034 -4.053
C 2.958 -3.510 1.660
C 5.957 -1.854 -2.483
C -3.989 -6.069 2.184
C 3.066 -2.426 0.642
C 5.552 -0.650 -1.619
C -1.315 -2.753 5.755
C -5.922 -4.734 2.707
C -3.315 -4.967 1.692
C 4.260 -1.005 -0.906
C 4.313 4.558 0.043
C -2.550 0.380 0.999
C -5.915 1.635 -0.050
C -0.409 -1.581 -5.528
C -5.283 -5.976 2.689
C -5.266 0.272 -2.347
C -5.989 -7.183 3.221
C -4.453 0.169 -1.226
C 4.235 -2.045 0.059
C -4.752 0.858 -0.047
C -4.190 1.435 2.354
C 1.011 1.071 7.299
C 3.474 2.882 -4.584
C 1.964 2.885 -4.838
C 1.912 -1.708 0.226
C -3.258 1.568 3.377
C -1.948 1.144 3.206
C 2.283 3.218 0.459
C -6.735 1.730 -1.159
C -1.613 0.544 1.998
C -6.048 -2.290 2.280
C 1.253 4.162 0.221
C 1.301 0.230 4.812
C -0.062 2.405 -0.623
C -3.393 -2.510 1.223
C 5.356 0.571 -2.509
C -1.922 -5.148 1.170
C -3.983 -3.711 1.714
C 3.612 3.642 1.055
C 0.837 0.583 -5.196
C 4.495 2.429 1.340
C -1.059 4.724 -0.618
C 1.374 1.569 -4.344
C -5.303 -3.597 2.233
C 6.652 -0.367 -0.587
B 0.761 0.159 -0.955
H 0.250 4.109 -4.267
H -3.559 2.029 4.309
H -1.211 -4.508 1.691
H 2.232 -4.263 1.349
H -0.567 0.210 1.856
H -6.929 -4.667 3.101
H 6.877 -1.626 -3.022
H -1.659 -3.674 5.288
H 3.910 3.799 -4.980
H -1.486 -1.620 -5.361
H 4.545 4.016 -0.877
H -6.173 2.208 0.828
H -3.060 -0.797 -2.343
H 4.952 1.415 -1.949
H 6.374 0.446 0.083
H -1.969 4.392 -0.115
H -0.223 -1.396 -6.583
H 3.687 2.827 -3.517
H 6.890 -1.242 0.017
H 7.565 -0.076 -1.107
H -3.614 -1.673 -1.125
H -7.028 -2.443 2.726
H 6.315 0.864 -2.939
H -1.851 -4.883 0.115
H 4.055 1.785 2.100
H -0.815 5.731 -0.289
H 1.452 3.898 -2.980
H -2.174 -2.139 6.019
H 3.922 -3.990 1.815
H -3.498 -7.034 2.174
H 1.786 4.976 -4.340
H 3.704 5.425 -0.216
H -6.150 -7.081 4.296
H -0.010 -2.563 -5.268
H -5.421 -8.094 3.045
H 4.312 4.610 2.850
H -5.004 -0.273 -3.247
H -6.970 -7.288 2.758
H -1.617 -6.186 1.291
H 0.635 3.038 -6.568
H 5.248 4.924 0.466
H 2.230 2.359 -6.944
H -5.195 1.794 2.532
H 5.156 -2.551 0.317
H 2.750 3.814 3.050
H 4.644 1.834 0.439
H 3.961 2.039 -5.077
H 0.886 0.714 -6.268
H 2.054 4.074 -6.624
H -5.525 -1.541 2.880
H -6.204 -1.865 1.286
H -7.621 2.347 -1.119
H 2.612 -3.097 2.610
H -0.746 -3.016 6.645
H 1.414 5.198 0.491
H -1.204 1.277 3.980
H 5.468 2.773 1.693
H 2.868 5.364 2.197
H 5.183 -2.087 -3.216
H -1.276 4.749 -1.688
H -7.031 1.129 -3.202
H 4.665 0.357 -3.323
H 6.141 -2.745 -1.882
H -3.982 -1.596 1.323
*
```



Number 1: total energy -9527.956013 hartree. Number 2: total energy -5793.657406 hartree.